(1)
Entry from OMol25: an isolated molecule of C3H3F3O (ωB97M-V/def2-TZVPD).

```
10
Properties=species:S:1:pos:R:3:lowdin_charge:R:1
F -0.866 0.842 1.479 0.107
F -0.409 -1.708 -1.057 0.174
F 0.625 -0.708 1.531 0.006
O -2.261 -0.847 -0.243 0.204
C -0.146 0.086 0.615 -0.377
C 0.900 0.727 -0.351 0.043
C -1.090 -0.915 -0.283 -0.404
H 1.618 -0.099 -0.482 0.112
H 0.264 1.011 -1.129 0.071
H 1.364 1.612 -0.079 0.065
```

Electronic energy in eV: -13359.0018
Charge: 0
HOMO in eV: -11.647
ΔE to the lowest compared entry with this formula, charge and spin in eV: 0.447
Lowest unoccupied orbital energy in eV: 0.79
Structure (SMILES): CC(F)(F)C(=O)F
HOMO-LUMO gap in eV: 12.44

(2)
Entry from OMol25: an isolated molecule of C14H11F2NO4S (ωB97M-V/def2-TZVPD).

```
33
Properties=species:S:1:pos:R:3:lowdin_charge:R:1
S -0.866 -1.946 -0.753 0.649
F -5.434 -0.051 0.506 0.100
F -4.756 2.455 -0.353 0.100
O 0.269 -1.465 -1.472 -0.260
O 3.970 1.770 -0.709 0.039
O 4.316 -0.484 -0.378 0.044
O -1.539 -3.122 -1.211 -0.284
N -0.451 -2.272 0.825 -0.124
C 0.951 -0.322 1.106 -0.250
C -2.623 1.696 -0.995 0.024
C 0.756 1.035 0.921 -0.060
C -1.710 0.658 -1.089 -0.060
C -3.309 -0.860 -0.112 0.025
C -4.221 0.176 -0.015 -0.193
C 4.862 0.696 -0.927 -0.154
C 2.877 1.228 -0.092 -0.199
C -0.120 -1.180 1.722 -0.185
C 1.721 1.842 0.319 0.016
C -3.874 1.452 -0.453 -0.197
C 3.084 -0.141 0.103 -0.188
C -2.061 -0.601 -0.644 -0.267
C 2.143 -0.934 0.705 0.046
H 5.019 0.562 -2.010 0.141
H 1.566 2.897 0.174 0.119
H 2.296 -1.990 0.838 0.134
H -1.083 -2.954 1.213 0.109
H 5.827 0.916 -0.444 0.140
H -3.579 -1.856 0.203 0.133
H -0.726 0.802 -1.504 0.115
H -1.003 -0.566 1.956 0.118
H -0.167 1.490 1.250 0.112
H -2.384 2.691 -1.334 0.128
H 0.247 -1.623 2.654 0.132
```

Electronic energy in eV: -40645.4441
Charge: 0
HOMO in eV: -8.246
Lowest unoccupied orbital energy in eV: 0.37
Structure (SMILES): O=S(=O)(NCc1ccc2c(c1)OCO2)c1ccc(F)c(F)c1
HOMO-LUMO gap in eV: 8.62

(3)
Entry from OMol25: an isolated molecule of C4H5NO (ωB97M-V/def2-TZVPD).

```
11
Properties=species:S:1:pos:R:3:lowdin_charge:R:1
O -0.733 1.127 -0.812 0.013
N 2.481 0.199 -1.331 0.170
C 0.135 0.014 1.315 -0.003
C -1.035 -0.251 -0.948 -0.082
C 0.129 0.192 -0.178 -0.501
C 1.439 0.163 -0.830 -0.126
H 0.663 0.818 1.831 0.092
H -0.831 -0.750 -1.891 0.124
H -0.895 -0.046 1.677 0.091
H -1.934 -0.545 -0.410 0.124
H 0.631 -0.940 1.529 0.099
```

Electronic energy in eV: -7764.8729
Charge: 0
HOMO in eV: -11.234
ΔE to the lowest compared entry with this formula, charge and spin in eV: 1.654
Lowest unoccupied orbital energy in eV: 0.79
Structure (SMILES): C[C@@]1(C#N)CO1
HOMO-LUMO gap in eV: 12.02

(4)
Entry from OMol25: an isolated molecule of C4H8O (ωB97M-V/def2-TZVPD).

```
13
Properties=species:S:1:pos:R:3:lowdin_charge:R:1
O -0.989 -0.687 0.256 -0.122
C 1.129 0.760 0.342 -0.095
C -0.559 -1.799 -0.487 -0.101
C -0.285 0.424 -0.096 -0.445
C -0.047 1.603 0.782 -0.090
H -1.204 -2.624 -0.191 0.088
H -0.562 0.857 -1.144 0.166
H 0.487 -2.028 -0.247 0.090
H 1.616 0.080 1.050 0.110
H -0.649 -1.621 -1.571 0.093
H -0.423 2.089 -0.130 0.098
H -0.327 1.780 1.834 0.120
H 1.813 1.166 -0.397 0.090
```

Electronic energy in eV: -6322.2154
Charge: 0
HOMO in eV: -9.402
ΔE to the lowest compared entry with this formula, charge and spin in eV: 2.952
Lowest unoccupied orbital energy in eV: 1.18
Structure (SMILES): COC1CC1
HOMO-LUMO gap in eV: 10.58

(5)
Entry from OMol25: an isolated molecule of C10H12N2 (ωB97M-V/def2-TZVPD).

```
24
Properties=species:S:1:pos:R:3:lowdin_charge:R:1
N -0.111 -1.953 -0.366 0.114
N 1.141 -0.821 -2.037 0.091
C 1.018 0.284 -0.001 -0.350
C -0.856 1.386 -1.342 -0.036
C 1.987 0.276 -2.046 -0.113
C 0.649 -0.962 -0.873 -0.326
C -0.387 0.703 -0.123 -0.193
C -1.365 0.225 0.905 -0.031
C 2.063 0.917 -0.831 -0.007
C 0.745 -1.474 1.766 -0.110
C 1.429 -0.334 1.329 0.031
C -0.277 -2.063 1.028 -0.194
H -1.156 -0.852 1.021 0.012
H -0.710 -2.592 -0.861 0.162
H -1.551 0.756 -1.778 0.065
H -0.814 -2.845 1.438 0.105
H -1.172 0.830 1.800 0.115
H 0.899 -2.022 2.729 0.122
H 2.675 1.627 -0.405 0.077
H 2.444 0.323 -2.975 0.083
H -0.135 1.603 -2.004 0.017
H -1.371 2.459 -1.036 0.162
H -2.448 0.337 0.723 0.100
H 2.279 0.243 1.700 0.106
```

Electronic energy in eV: -13538.8795
Charge: 0
HOMO (spin up / spin down) in eV: -6.585 / -6.608
ΔE to the lowest compared entry with this formula, charge and spin in eV: 5.922
Lowest unoccupied orbital energy (spin up / spin down) in eV: 0.27 / 0.02
HOMO-LUMO gap (spin up / spin down) in eV: 6.86 / 6.63

(6)
Entry from OMol25: the ion C12H18NO2 with charge +1 (ωB97M-V/def2-TZVPD).

```
33
Properties=species:S:1:pos:R:3:lowdin_charge:R:1
O -1.031 -0.771 -0.607 0.060
O -1.102 1.255 0.329 0.035
N 1.255 -2.119 2.668 0.121
C -0.614 2.163 1.351 -0.157
C -2.001 0.393 -2.491 -0.081
C -1.723 2.575 2.368 -0.034
C 1.919 -2.060 -0.958 -0.050
C 1.802 -2.335 1.440 -0.078
C -0.436 0.136 0.077 -0.281
C 1.661 -1.482 0.333 -0.139
C 2.139 -1.304 -2.018 -0.102
C -2.223 -0.574 -1.387 -0.191
C 1.078 -0.021 0.436 -0.081
C 1.823 0.068 -2.031 -0.022
C 1.278 0.718 -0.905 -0.042
H -2.548 -1.691 -1.776 0.190
H -1.267 3.170 3.083 0.050
H -0.206 3.042 0.944 0.114
H -3.099 -0.385 -0.766 0.125
H 1.482 -2.807 3.419 0.140
H -2.963 0.509 -3.056 0.104
H -2.590 3.156 1.907 0.111
H 1.234 0.458 1.362 0.101
H 2.278 -3.139 -0.937 0.152
H 0.175 1.597 1.920 0.121
H 2.355 -1.791 -2.917 0.096
H 2.148 -3.360 1.457 0.133
H -1.911 1.459 -2.130 0.095
H 1.034 -1.276 3.007 0.041
H -2.160 1.653 2.818 0.093
H 1.350 1.854 -0.835 0.147
H -1.139 0.214 -3.197 0.103
H 2.001 0.697 -2.909 0.126
```

Electronic energy in eV: -18310.9526
Charge: +1
HOMO in eV: -10.869
ΔE to the lowest compared entry with this formula, charge and spin in eV: 4.069
Lowest unoccupied orbital energy in eV: -3.86
HOMO-LUMO gap in eV: 7.01

no.,F_max (eV/A)
1,3.6
2,1.3
3,1.1
4,3.6
5,5.0
6,4.6